# 1
80
Properties=species:S:1:pos:R:3:mulliken_spin:R:1 method="wB97M-V/def2-TZVPD" lumo_ha="-0.2796 / -0.4352" charge=+3 multiplicity=6 e_above_lowest_kcal_mol=20.9 gap_ha="0.3279 / 0.1701" fmax_ha_per_bohr=0.0748
Ir 10.30 9.47 10.10 2.749
N 11.94 7.73 13.24 0.010
C 11.69 7.71 11.96 0.036
O 10.51 8.23 11.58 0.235
C 12.61 7.24 11.00 0.024
C 12.27 7.59 9.68 0.032
N 11.89 7.91 8.64 0.067
C 13.99 7.06 11.41 0.001
N 15.10 6.96 11.74 0.010
H 11.26 8.10 13.86 0.002
H 12.84 7.48 13.60 0.002
C 7.49 8.94 8.61 -0.046
N 6.30 8.13 8.37 0.509
C 5.25 8.11 9.36 0.001
N 5.98 7.59 10.47 0.458
C 7.18 8.39 10.88 -0.070
N 8.17 8.43 9.74 0.332
C 8.55 6.98 9.45 0.000
N 7.45 6.23 9.10 0.054
C 6.76 6.83 7.97 -0.022
C 6.41 6.17 10.11 -0.009
H 7.23 10.02 8.73 0.011
H 8.12 8.88 7.77 -0.001
H 4.46 7.47 9.03 0.002
H 4.76 9.07 9.44 -0.002
H 7.60 7.94 11.77 0.015
H 6.87 9.36 11.15 0.002
H 9.11 6.63 10.38 0.008
H 9.24 7.02 8.64 -0.015
H 5.95 6.18 7.66 0.002
H 7.41 7.07 7.19 0.014
H 6.83 5.74 11.03 0.012
H 5.56 5.64 9.74 -0.001
O 12.34 10.47 11.27 0.155
C 13.14 11.40 11.53 0.046
C 13.03 12.19 12.78 0.003
C 14.23 11.66 13.64 0.001
C 14.70 10.19 13.39 -0.001
C 15.73 9.98 12.28 0.000
C 15.17 10.32 10.85 0.001
N 14.28 11.53 10.78 0.004
H 12.09 12.06 13.31 0.000
H 13.25 13.24 12.52 0.001
H 13.91 11.69 14.65 0.000
H 15.07 12.35 13.59 0.000
H 13.80 9.56 13.28 0.001
H 15.29 9.89 14.24 0.000
H 16.02 8.89 12.20 0.000
H 16.56 10.63 12.50 0.000
H 14.60 9.55 10.43 -0.003
H 16.01 10.31 10.20 0.000
H 14.81 12.30 11.13 0.000
C 10.73 12.43 6.48 0.007
P 11.21 10.81 7.12 -0.005
C 12.99 10.73 7.43 0.000
C 10.93 9.60 5.76 0.007
O 10.34 10.54 8.38 0.158
H 11.11 12.46 5.47 0.001
H 11.10 13.25 7.18 0.000
H 9.67 12.48 6.41 0.001
H 13.35 11.58 8.10 0.000
H 13.45 10.90 6.44 0.000
H 13.28 9.74 7.76 0.000
H 9.86 9.70 5.41 0.000
H 11.12 8.55 5.99 0.000
H 11.57 9.87 4.86 0.001
S 7.34 13.03 10.74 0.012
C 8.52 12.05 10.10 0.012
N 9.10 11.24 10.91 0.154
C 8.41 11.23 12.14 0.004
C 8.64 10.42 13.29 -0.022
C 7.86 10.54 14.42 -0.004
C 6.77 11.46 14.37 0.001
C 6.52 12.24 13.29 0.000
C 7.32 12.07 12.17 0.009
H 8.96 12.27 9.07 0.013
H 9.53 9.84 13.32 0.021
H 8.12 9.87 15.27 0.000
H 6.03 11.62 15.15 0.000
H 5.72 12.91 13.40 0.000

=====

# 2
78
Properties=species:S:1:pos:R:3:lowdin_charge:R:1 method="wB97M-V/def2-TZVPD" lumo_ha=-0.0104 e_above_lowest_kcal_mol=60.0 gap_ha=0.4050 fmax_ha_per_bohr=0.1292
C -2.53 -0.66 6.03 -0.057
C -1.92 -0.46 7.39 -0.291
N -1.40 -0.26 8.35 0.125
H -3.44 -0.06 6.07 0.072
H -2.82 -1.71 5.92 0.073
H -1.88 -0.29 5.24 0.077
C 0.19 0.14 -0.51 -0.083
C 0.08 -0.22 -1.91 -0.288
N 0.00 -0.53 -3.03 0.114
H 0.63 -0.69 0.03 0.085
H -0.75 0.38 -0.01 0.085
H 0.96 0.91 -0.42 0.086
C 0.25 -6.24 -3.24 -0.057
C 1.72 -6.07 -3.07 -0.292
N 2.84 -5.96 -2.90 0.113
H -0.26 -5.34 -2.91 0.080
H 0.08 -7.04 -2.52 0.077
H 0.07 -6.57 -4.26 0.079
C 6.97 0.02 5.55 -0.077
C 5.75 0.24 4.78 -0.289
N 4.78 0.37 4.18 0.117
H 7.36 -0.99 5.46 0.084
H 6.75 0.23 6.60 0.081
H 7.73 0.72 5.21 0.083
C -2.95 4.98 -2.77 -0.075
C -1.59 5.11 -2.22 -0.272
N -0.51 5.25 -1.76 0.110
H -3.76 5.46 -2.21 0.081
H -3.19 3.92 -2.87 0.078
H -2.87 5.45 -3.75 0.078
C -4.39 -0.11 -8.12 -0.081
C -5.75 0.35 -7.99 -0.293
N -6.84 0.73 -7.83 0.117
H -3.79 0.37 -7.35 0.088
H -4.08 0.10 -9.15 0.084
H -4.36 -1.20 -8.08 0.086
C 6.32 -2.31 -1.20 -0.079
C 6.64 -2.94 0.10 -0.260
N 6.85 -3.45 1.14 0.110
H 6.87 -2.70 -2.05 0.079
H 6.65 -1.27 -1.14 0.070
H 5.25 -2.22 -1.41 0.079
C -7.79 4.08 2.79 -0.077
C -6.48 3.54 2.45 -0.278
N -5.44 3.07 2.18 0.110
H -7.93 4.00 3.87 0.080
H -8.54 3.39 2.40 0.081
H -8.00 5.10 2.46 0.084
C 2.94 3.03 -6.22 -0.073
C 3.60 2.55 -7.44 -0.282
N 4.15 2.11 -8.39 0.111
H 2.03 2.44 -6.23 0.083
H 2.81 4.11 -6.28 0.081
H 3.58 2.79 -5.37 0.080
C 6.21 3.74 -0.75 -0.069
C 7.07 3.63 0.47 -0.270
N 7.72 3.54 1.40 0.118
H 5.43 2.98 -0.88 0.072
H 6.84 3.65 -1.64 0.073
H 5.65 4.67 -0.71 0.077
C -1.45 -7.97 3.71 -0.068
C -0.85 -6.94 2.83 -0.289
N -0.38 -6.16 2.15 0.122
H -2.23 -8.51 3.18 0.077
H -1.93 -7.55 4.60 0.079
H -0.65 -8.68 3.92 0.080
C -5.51 -3.13 0.78 -0.073
C -5.47 -3.79 -0.54 -0.283
N -5.44 -4.30 -1.57 0.121
H -4.84 -3.53 1.54 0.079
H -6.52 -3.30 1.15 0.077
H -5.35 -2.07 0.62 0.079
C -0.24 4.49 4.54 -0.079
C 0.95 5.06 3.88 -0.273
N 1.92 5.53 3.44 0.119
H -1.13 5.10 4.35 0.080
H -0.09 4.43 5.62 0.079
H -0.33 3.43 4.29 0.074

=====

# 3
77
Properties=species:S:1:pos:R:3:lowdin_charge:R:1 method="wB97M-V/def2-TZVPD" lumo_ha="-0.4073 / -0.4058" charge=+3 e_above_lowest_kcal_mol=2.1 gap_ha="0.1785 / 0.1800" fmax_ha_per_bohr=0.0133
Pt -0.14 -0.52 1.20 0.809
C -3.25 0.51 1.18 -0.019
N -2.69 1.29 2.29 -0.122
C -3.33 1.10 3.59 -0.008
C -1.56 1.99 2.13 -0.390
N -0.62 1.60 1.21 -0.004
C -0.23 2.55 0.30 -0.208
C -1.23 3.51 -0.10 0.072
C -1.03 4.50 -1.03 0.020
C 0.21 4.56 -1.66 0.084
C 1.21 3.63 -1.34 -0.141
C 2.40 3.73 -2.06 0.128
C 3.46 2.80 -1.88 0.027
C 3.30 1.82 -0.97 0.082
C 2.11 1.69 -0.13 -0.180
N 2.05 0.73 0.76 0.135
C 3.17 -0.04 1.05 -0.359
N 4.05 0.48 1.90 -0.100
C 5.47 0.11 1.91 0.000
C 3.71 1.61 2.76 0.003
N 3.27 -1.26 0.55 -0.108
C 3.98 -2.36 1.23 -0.017
C 2.71 -1.63 -0.75 -0.002
C 1.01 2.62 -0.34 -0.039
N -1.34 3.08 2.87 -0.111
C -2.42 3.90 3.42 -0.006
C 0.00 3.63 3.08 -0.001
H -4.30 0.35 1.38 0.111
H -2.74 -0.46 1.09 0.037
H -3.15 1.05 0.24 0.102
H -3.43 0.02 3.77 0.100
H -4.32 1.55 3.61 0.110
H -2.72 1.52 4.38 0.096
H -2.21 3.42 0.35 0.134
H -1.82 5.18 -1.29 0.138
H 0.41 5.31 -2.42 0.145
H 2.50 4.52 -2.80 0.150
H 4.36 2.89 -2.47 0.140
H 4.08 1.08 -0.84 0.134
H 5.71 -0.52 1.06 0.094
H 5.74 -0.40 2.84 0.111
H 6.05 1.03 1.84 0.112
H 2.64 1.63 2.95 0.075
H 4.03 2.55 2.31 0.109
H 4.24 1.49 3.71 0.111
H 4.87 -2.65 0.67 0.113
H 3.30 -3.20 1.28 0.079
H 4.25 -2.07 2.24 0.096
H 3.52 -1.80 -1.46 0.116
H 2.06 -0.84 -1.13 0.073
H 2.13 -2.55 -0.65 0.093
H -3.36 3.66 2.93 0.100
H -2.18 4.94 3.22 0.109
H -2.53 3.77 4.50 0.107
H 0.75 2.87 2.87 0.072
H 0.09 3.94 4.11 0.112
H 0.17 4.49 2.44 0.107
C -1.42 -2.92 -0.83 -0.047
O -0.98 -1.68 -1.37 -0.047
C -0.52 -0.61 -0.74 -0.590
O -0.27 0.36 -1.39 0.063
H -1.39 -3.63 -1.65 0.114
H -2.46 -2.83 -0.50 0.095
H -0.78 -3.26 -0.02 0.019
C 0.50 -5.09 3.90 0.007
N -0.76 -4.52 3.44 -0.103
C -2.02 -5.04 3.72 0.004
C -2.92 -4.26 3.09 -0.014
N -2.20 -3.28 2.44 0.091
C -0.89 -3.45 2.66 -0.672
S 0.46 -2.54 2.06 0.639
H 0.29 -5.80 4.69 0.109
H 1.14 -4.31 4.28 0.089
H 0.99 -5.61 3.08 0.108
H -2.15 -5.91 4.33 0.147
H -3.99 -4.31 3.05 0.138
H -2.58 -2.53 1.88 0.119

=====

# 4
86
Properties=species:S:1:pos:R:3:mulliken_spin:R:1 method="wB97M-V/def2-TZVPD" lumo_ha="-0.2687 / -0.2705" charge=+1 multiplicity=3 e_above_lowest_kcal_mol=207.3 gap_ha="0.1637 / 0.1619" fmax_ha_per_bohr=0.1304
Pt 5.85 25.78 -30.33 0.949
C 1.02 26.51 -28.36 -0.007
C 2.45 26.28 -28.92 -0.066
O 3.45 26.98 -28.53 0.580
O 2.69 25.52 -29.91 0.525
H 0.66 27.52 -28.57 -0.002
H 1.01 26.32 -27.28 0.006
H 0.34 25.75 -28.75 0.011
C -1.19 26.14 -32.47 0.000
C -0.50 25.39 -33.63 0.000
C 0.26 24.17 -33.15 -0.001
O -0.25 23.18 -34.01 0.000
C -1.16 23.64 -34.82 0.000
O -1.73 22.91 -35.65 0.000
O -1.47 24.87 -34.52 0.000
H -1.77 27.03 -32.69 0.000
H -0.34 26.52 -31.90 0.000
H -1.79 25.51 -31.82 0.000
H 0.15 26.13 -34.10 0.000
H 0.04 23.93 -32.11 0.001
H 1.33 24.19 -33.36 0.000
C 3.98 30.92 -36.23 0.000
C 3.72 31.04 -34.77 0.000
C 2.39 30.44 -34.28 0.000
O 2.81 29.56 -33.33 -0.001
C 4.12 29.34 -33.38 0.002
O 4.77 28.39 -32.84 0.002
O 4.67 30.24 -34.07 0.000
H 3.37 31.63 -36.79 0.000
H 3.80 29.91 -36.60 0.000
H 4.99 31.17 -36.53 0.000
H 3.77 32.09 -34.47 0.000
H 1.91 29.88 -35.09 0.000
H 1.53 31.05 -34.01 0.000
C 0.12 18.76 -26.78 0.000
C -0.14 20.00 -27.67 0.000
C 1.00 20.82 -28.17 0.000
O 1.11 20.44 -29.50 0.000
C -0.05 19.83 -29.85 0.000
O -0.40 19.58 -31.03 0.000
O -0.74 19.40 -28.84 0.000
H 0.67 17.91 -27.19 0.000
H -0.83 18.49 -26.32 0.000
H 0.75 19.00 -25.92 0.000
H -0.86 20.66 -27.19 0.000
H 2.02 20.73 -27.79 0.000
H 0.83 21.89 -28.23 0.000
C 0.58 26.55 -21.90 0.000
C 1.97 25.99 -22.30 0.000
C 2.51 25.12 -21.10 0.000
O 1.99 23.85 -21.41 0.000
C 1.55 23.84 -22.69 0.000
O 1.00 22.86 -23.09 0.000
O 1.75 25.00 -23.26 0.000
H 0.07 26.91 -22.79 0.000
H 0.54 27.40 -21.21 0.000
H 0.01 25.81 -21.35 0.000
H 2.64 26.82 -22.55 0.000
H 2.13 25.35 -20.10 0.000
H 3.58 25.15 -20.92 0.000
C 0.66 31.29 -26.26 0.000
C 1.86 30.83 -25.39 0.000
C 3.19 31.24 -26.01 -0.001
O 3.90 31.83 -25.01 0.000
C 3.19 31.98 -23.95 0.000
O 3.60 32.44 -22.91 0.000
O 1.94 31.59 -24.27 0.000
H 0.86 32.34 -26.47 0.000
H -0.30 31.36 -25.75 0.000
H 0.60 30.71 -27.18 0.000
H 1.85 29.77 -25.11 0.000
H 3.17 32.00 -26.80 0.000
H 3.73 30.37 -26.39 0.001
C -5.85 22.78 -23.38 0.000
C -4.94 23.92 -23.89 0.000
C -3.52 23.74 -23.42 0.000
O -2.77 23.98 -24.52 0.000
C -3.55 23.94 -25.61 0.000
O -3.07 23.82 -26.72 0.000
O -4.84 23.90 -25.28 0.000
H -5.68 21.77 -23.77 0.000
H -6.87 23.03 -23.66 0.000
H -5.77 22.75 -22.30 0.000
H -5.36 24.87 -23.57 0.000
H -3.37 22.78 -22.93 0.000
H -3.37 24.51 -22.66 0.000

=====

# 5
73
Properties=species:S:1:pos:R:3:mulliken_spin:R:1 method="wB97M-V/def2-TZVPD" lumo_ha="0.0901 / 0.0900" charge=-1 multiplicity=4 e_above_lowest_kcal_mol=50.3 gap_ha="0.1341 / 0.2214" fmax_ha_per_bohr=0.0540
C 1.97 4.06 -0.95 0.016
C 1.15 3.21 0.04 0.001
C 2.85 3.00 -1.75 0.039
C 2.80 1.68 -0.95 -0.101
H 3.87 3.43 -1.82 0.005
H 2.44 2.93 -2.76 -0.009
C 2.01 1.99 0.36 0.062
H 0.24 2.92 -0.48 0.001
H 0.89 3.82 0.92 0.006
C 1.21 0.74 0.82 -0.025
H 2.72 2.29 1.17 -0.001
H 3.83 1.43 -0.65 0.039
C 2.16 0.47 -1.62 0.785
C 1.12 4.96 -1.84 -0.008
C 2.87 5.10 -0.23 -0.008
O 3.99 5.41 -0.57 0.000
O 0.00 4.65 -2.19 0.001
O 1.74 6.14 -2.09 0.000
O 2.20 5.70 0.77 -0.001
C 2.89 6.79 1.33 0.000
H 2.20 7.20 2.06 0.000
H 3.12 7.51 0.58 0.000
H 3.79 6.46 1.82 0.000
C 0.89 7.02 -2.82 0.000
H 0.53 6.56 -3.75 0.000
H 1.50 7.88 -3.04 0.000
H 0.02 7.31 -2.22 0.000
O 0.89 -0.23 -0.12 0.158
H 0.27 1.11 1.29 0.033
H 1.86 0.28 1.60 -0.003
C 3.07 -0.69 -1.72 0.028
C 1.21 0.72 -2.72 -0.031
H 1.78 0.98 -3.61 0.026
H 0.51 1.52 -2.52 0.002
H 0.67 -0.20 -2.93 0.004
H 2.52 -1.57 -2.03 0.005
H 3.56 -0.91 -0.78 0.004
H 3.83 -0.48 -2.47 0.005
Tc -1.12 -2.16 0.39 1.706
C -0.08 -3.75 2.86 0.048
C 0.68 -2.75 2.20 0.070
C -0.16 -1.54 2.10 -0.023
H 1.73 -2.78 1.95 0.012
C -1.49 -1.93 2.54 -0.069
C -1.40 -3.27 3.08 0.025
H -2.18 -3.77 3.64 -0.001
H 0.29 -4.71 3.20 -0.003
H 0.19 -0.54 2.12 0.031
H -2.26 -1.23 2.86 0.010
C -2.36 -1.86 -1.52 0.140
C -3.31 -2.11 -0.50 -0.082
C -3.07 -1.19 0.57 0.029
H -4.10 -2.84 -0.53 -0.006
C -1.99 -0.31 0.20 -0.113
C -1.56 -0.73 -1.13 0.056
H -0.83 -0.24 -1.74 0.019
H -2.24 -2.42 -2.45 0.021
H -3.70 -1.11 1.45 -0.001
H -1.65 0.55 0.73 -0.002
C -2.09 -6.49 2.12 0.010
Si -2.78 -5.30 0.80 0.000
C -3.33 -6.44 -0.61 0.002
C -4.37 -4.58 1.58 0.003
O -1.73 -4.11 0.33 0.088
H -2.76 -7.35 2.27 -0.001
H -1.95 -6.02 3.10 -0.002
H -1.11 -6.89 1.80 0.001
H -3.97 -7.26 -0.27 0.000
H -3.89 -5.88 -1.38 0.000
H -2.45 -6.89 -1.10 0.001
H -4.15 -3.91 2.41 0.000
H -4.96 -4.02 0.85 0.001
H -5.02 -5.38 1.96 -0.001

=====

# 6
79
Properties=species:S:1:pos:R:3:lowdin_charge:R:1 method="wB97M-V/def2-TZVPD" lumo_ha=-0.0327 e_above_lowest_kcal_mol=22.2 gap_ha=0.2222 fmax_ha_per_bohr=0.0775
Ag 0.84 -0.44 0.81 0.546
F 4.88 1.25 4.22 0.067
C 3.92 2.06 3.71 -0.256
C 2.65 1.61 3.56 0.053
C 1.68 2.44 3.01 -0.068
C 0.38 1.87 2.67 -0.347
O 0.13 0.70 2.98 -0.083
C -0.46 2.69 1.84 -0.045
C -0.13 3.98 1.64 0.038
N 1.03 4.56 2.09 -0.005
C 1.27 5.96 1.86 -0.278
C 1.45 6.86 3.04 -0.101
C 0.19 6.92 2.24 -0.088
C 2.00 3.76 2.67 -0.128
C 3.32 4.20 2.82 0.020
C 4.29 3.34 3.29 -0.281
N 5.66 3.74 3.21 -0.162
C 6.64 2.72 2.82 -0.253
C 7.83 3.47 2.16 -0.071
N 7.45 4.92 2.14 0.031
C 7.35 5.44 3.54 -0.071
C 6.19 4.64 4.22 -0.106
C -1.58 2.01 1.06 -0.716
O -2.75 2.27 1.34 0.002
O -1.09 1.24 0.18 -0.171
H 2.39 0.59 3.81 0.141
H -0.75 4.63 1.04 0.151
H 1.84 6.18 0.96 0.150
H 2.16 7.68 2.96 0.098
H 1.40 6.40 4.02 0.111
H 0.02 7.77 1.60 0.104
H -0.71 6.51 2.69 0.112
H 3.62 5.18 2.46 0.120
H 6.16 2.06 2.10 -0.086
H 6.99 2.13 3.66 0.124
H 8.00 3.15 1.14 0.126
H 8.75 3.37 2.73 0.125
H 6.45 4.88 1.85 0.166
H 8.02 5.50 1.53 0.180
H 7.14 6.51 3.50 0.126
H 8.30 5.29 4.04 0.125
H 5.41 5.31 4.56 0.128
H 6.58 4.09 5.09 0.130
S 4.88 2.26 0.92 0.753
C 3.66 1.17 0.70 -0.760
N 2.81 0.39 0.54 -0.014
C -2.27 -4.80 -2.31 -0.189
Si -1.26 -3.74 -1.15 0.371
C -0.09 -4.84 -0.19 -0.192
C -0.27 -2.50 -2.14 -0.185
C -2.43 -2.86 0.01 -0.561
Te -1.56 -1.54 1.46 1.371
C -1.19 -3.13 2.89 -0.547
Si -2.50 -3.06 4.23 0.359
C -4.19 -3.28 3.47 -0.195
C -2.19 -4.42 5.49 -0.191
C -2.40 -1.40 5.08 -0.189
H -1.63 -5.38 -2.98 0.030
H -2.94 -4.19 -2.92 0.031
H -2.88 -5.52 -1.75 0.029
H 0.57 -5.39 -0.87 0.032
H -0.63 -5.57 0.42 0.030
H 0.54 -4.24 0.48 0.023
H 0.54 -2.98 -2.68 0.035
H 0.16 -1.75 -1.48 -0.021
H -0.91 -1.98 -2.86 0.039
H -3.05 -3.57 0.58 0.005
H -3.11 -2.23 -0.57 0.017
H -0.19 -2.96 3.31 0.011
H -1.17 -4.08 2.35 -0.005
H -4.27 -4.24 2.95 0.031
H -4.39 -2.48 2.75 0.019
H -4.98 -3.25 4.23 0.032
H -2.16 -5.40 5.02 0.027
H -2.98 -4.44 6.25 0.028
H -1.24 -4.26 6.01 0.029
H -2.61 -0.60 4.37 0.021
H -1.39 -1.23 5.47 0.036
H -3.10 -1.32 5.91 0.031